*1*
The following is a DFT calculation (wB97M-V/def2-TZVPD) of a molecular structure, C29H41F5OP2Pb.

Geometry as ORCA input:
```
! RIJCOSX wB97M-V def2-TZVPD def2/J DEFGRID3
* xyz 2 1
Pb 0.6802 -0.6543 -0.7104
C -0.5901 2.5729 0.8585
C -1.6713 2.1599 0.0317
C -1.7555 0.9270 1.9662
C -0.6438 1.8036 2.0527
C -2.3969 1.1519 0.7179
C 0.4103 3.6137 0.5580
H 0.5056 3.7812 -0.5228
H 1.4009 3.3474 0.9542
H 0.1274 4.5781 1.0118
C 0.3169 1.8262 3.1750
H 1.0917 2.5790 3.0122
H 0.7962 0.8421 3.2640
H -0.1807 2.0415 4.1280
C -2.1225 -0.0726 2.9907
H -2.3900 0.4043 3.9449
H -1.2714 -0.7413 3.1899
H -2.9720 -0.6808 2.6628
C -3.6132 0.4605 0.2435
H -4.5202 0.9225 0.6647
H -3.6171 -0.5954 0.5460
H -3.6989 0.5095 -0.8483
C -2.0096 2.7176 -1.3027
H -2.7560 3.5170 -1.2014
H -2.4380 1.9540 -1.9606
H -1.1325 3.1473 -1.7945
C 3.8146 -1.6349 -4.8527
C 3.5167 -0.3390 -5.0654
C 2.8378 0.1899 -6.2951
C 1.7652 -0.7580 -6.8987
C 0.9092 -1.4638 -5.9008
C 1.0849 -2.7455 -5.5023
C 2.3297 -3.5544 -5.6479
C 3.6348 -2.7400 -5.8363
H 3.5973 0.3640 -7.0786
H 2.2423 -1.4695 -7.5919
H 2.3857 1.1709 -6.0925
H 3.7266 -2.3808 -6.8670
H 4.3738 -1.9334 -3.9581
H 3.9745 0.4460 -4.4609
H 4.4664 -3.4446 -5.6887
H 2.4443 -4.2254 -4.7799
H 0.2213 -3.3403 -5.1926
H 2.2333 -4.2217 -6.5218
H 1.1064 -0.1309 -7.5161
H -0.0192 -0.9276 -5.6867
P 2.7291 -0.2470 -2.1849
C 4.4998 -0.1763 -1.9613
C 1.9361 1.1831 -3.0191
P 0.1933 -2.4524 -2.5280
C 1.9095 -1.7623 -2.9397
C -1.0737 -1.5869 -3.5222
C 0.1631 -4.2403 -2.6322
H 4.7595 -0.8769 -1.1550
H 4.7472 0.8423 -1.6322
H 5.0565 -0.4224 -2.8681
H 1.8861 1.0422 -4.1082
H 2.5574 2.0665 -2.7899
H 0.9188 1.3820 -2.6334
H 0.6059 -4.6000 -3.5663
H -0.8857 -4.5552 -2.5505
H 0.7187 -4.6296 -1.7678
H 2.6136 -2.6087 -2.9182
H 1.7449 -1.3615 -3.9382
H -2.0292 -1.6850 -2.9765
H -1.1984 -2.0448 -4.5102
H -0.8576 -0.5110 -3.6313
F 3.1243 -5.2439 4.8007
C 2.6057 -4.2176 4.0992
C 2.6611 -4.2366 2.6960
F 3.2319 -5.2899 2.0722
C 2.1304 -3.1904 1.9789
F 2.1658 -3.2254 0.6131
C 1.5383 -2.0535 2.6037
O 1.0871 -1.0628 1.9257
C 1.4830 -2.0990 4.0315
F 0.9043 -1.0725 4.6981
C 1.9996 -3.1471 4.7621
F 1.9289 -3.1572 6.1125
*
```

Values from the calculation:
Highest occupied orbital energy (alpha / beta) (eV): -12.04 / -12.04
Orbital gap (alpha / beta) (eV): 3.36 / 3.36


*2*
The following is a DFT calculation (wB97M-V/def2-TZVPD) of a molecular structure, C29H41F5OP2Pb.

Geometry as ORCA input:
```
! RIJCOSX wB97M-V def2-TZVPD def2/J DEFGRID3
* xyz 2 1
Pb -1.1372 1.4470 -0.6566
C 3.6168 -0.4238 2.3687
C 2.5605 -0.4684 3.3255
C 2.8717 -2.5970 2.4994
C 3.8284 -1.7439 1.8881
C 2.0877 -1.8118 3.3898
C 4.3988 0.7626 1.9709
H 3.8458 1.6852 2.1810
H 4.6369 0.7394 0.8961
H 5.3540 0.8115 2.5196
C 4.8455 -2.1485 0.8970
H 5.7222 -1.4921 0.9442
H 4.4383 -2.0846 -0.1222
H 5.1681 -3.1849 1.0596
C 2.6967 -4.0392 2.2357
H 3.6537 -4.5737 2.2851
H 2.2917 -4.1992 1.2268
H 2.0017 -4.4897 2.9525
C 1.0180 -2.3085 4.2767
H 1.4363 -2.6982 5.2196
H 0.4624 -3.1269 3.7984
H 0.3109 -1.5087 4.5311
C 2.1175 0.6511 4.1712
H 2.7171 0.6896 5.0952
H 1.0669 0.5339 4.4638
H 2.2329 1.6166 3.6615
C -1.9473 2.7511 -2.2320
C -0.9411 3.8676 -1.8993
C -1.4400 4.8931 -0.8485
C -2.1991 4.3858 0.3893
C -2.1716 2.9068 0.7134
C -3.2253 2.0296 0.3113
C -4.1228 2.3045 -0.8548
C -3.4379 3.0154 -2.0351
H -2.1086 5.5755 -1.3994
H -3.2390 4.7351 0.3302
H -0.5908 5.5147 -0.5234
H -3.6261 4.0943 -1.9899
H -1.7504 2.3279 -3.2162
H -0.7143 4.4547 -2.8202
H -3.9682 2.7067 -2.9475
H -4.5548 1.3497 -1.2104
H -3.5961 1.2827 1.0298
H -5.0054 2.8963 -0.5588
H -1.7761 4.8943 1.2697
H -1.5882 2.6582 1.6168
P 0.7726 3.2404 -1.5941
C 1.4483 2.5523 -3.1335
C 1.5911 3.7381 -0.0614
P -3.5883 -2.6199 -0.2441
C -2.7005 -1.4934 -1.2760
C -3.3399 -1.7528 1.4033
C -5.2578 -1.9360 -0.7507
H 0.9670 1.5738 -3.3660
H 2.5393 2.3760 -3.0682
H 1.2930 3.2269 -3.9991
H 0.9762 3.4193 0.8054
H 1.7448 4.8289 0.0394
H 2.5665 3.2205 0.0522
H -5.2755 -0.8318 -0.7074
H -6.0414 -2.3554 -0.1093
H -5.4148 -2.2612 -1.7902
H -1.6330 -1.6051 -1.4513
H -3.2081 -0.8020 -1.9458
H -2.3778 -2.0535 1.8463
H -4.1412 -2.0557 2.0875
H -3.3387 -0.6534 1.2963
F 0.5001 -5.8362 -4.2742
C 0.6814 -4.7006 -3.5941
C -0.1537 -3.5894 -3.8224
F -1.1862 -3.7030 -4.6953
C 0.0809 -2.4083 -3.1576
F -0.5636 -1.2645 -3.5270
C 0.9618 -2.3414 -2.0097
O 0.9127 -1.4207 -1.1533
C 1.8429 -3.4732 -1.9027
F 2.7805 -3.4717 -0.9318
C 1.7267 -4.6049 -2.6584
F 2.5945 -5.6239 -2.5109
*
```

Values from the calculation:
Highest occupied orbital energy (alpha / beta) (eV): -11.04 / -11.06
Orbital gap (alpha / beta) (eV): 3.27 / 3.15


Stability verdict: *1*, ahead by 3.280 eV


*1*
The following is a DFT calculation (wB97M-V/def2-TZVPD) of a single O4S molecule.

Geometry as ORCA input:
```
! RIJCOSX wB97M-V def2-TZVPD def2/J DEFGRID3
* xyz 0 1
O -0.2020 -1.3121 1.0574
O -1.3927 0.6575 0.1261
O 0.6443 -0.0135 -1.2172
O 1.1371 0.7520 -0.0793
S -0.1867 -0.0839 0.1129
*
```

Values from the calculation:
Highest occupied orbital energy (eV): -12.43
SMILES: O=S1(=O)OO1
Orbital gap (eV): 12.17


*2*
The following is a DFT calculation (wB97M-V/def2-TZVPD) of a molecular structure, O4S.

Geometry as ORCA input:
```
! RIJCOSX wB97M-V def2-TZVPD def2/J DEFGRID3
* xyz 0 1
O 0.9503 1.2313 -0.0011
O 0.9602 -1.2253 -0.0005
O -1.0904 -0.0034 -0.8622
O -1.0875 -0.0026 0.8633
S 0.2674 0.0000 0.0004
*
```

Values from the calculation:
Highest occupied orbital energy (eV): -12.83
Orbital gap (eV): 9.66


Stability verdict: *2*, ahead by 0.526 eV